Molecular formula: C9H10NO4S
Method: DFT, ωB97M-V/def2-TZVPD

Results
* maximum force: 5.49 eV/Å
* expectation value of S²: 2.019
* E_HOMO (spin up / spin down): -2.0 / -3.8 eV
* frontier orbital gap (spin up / spin down): 5.19 / 4.94 eV
* DFT total energy: -30007.88740 eV

Structure (ORCA input):
```
! RIJCOSX wB97M-V def2-TZVPD def2/J DEFGRID3
* xyz -1 3
C 2.75 1.55 -0.28
C 3.05 0.22 0.01
C 1.31 1.71 -0.22
C 1.87 -0.46 0.11
C -1.24 -1.39 0.41
C -2.10 0.93 0.05
C -1.14 -1.14 1.90
C -1.08 -0.33 -1.95
C -1.08 -0.16 -0.44
N 0.76 0.49 0.15
O -1.24 -2.52 -0.01
O -1.89 2.02 0.52
O 0.61 2.88 -0.29
O 1.64 -1.77 0.50
S -3.61 0.08 -0.10
H 3.47 2.33 -0.21
H 3.93 -0.37 -0.20
H -0.59 -0.21 1.99
H -0.57 -2.04 2.17
H -2.13 -0.95 2.34
H -1.81 0.33 -2.45
H -1.49 -1.35 -2.08
H -0.14 -0.35 -2.43
H -0.12 2.60 0.33
H 0.83 -2.10 0.17
*
```

Molecular formula: C40H66O4PS5SeV
Method: DFT, ωB97M-V/def2-TZVPD

Results
* maximum force: 0.65 eV/Å
* energy relative to the best compared isomer or geometry (same formula, charge and spin): 0.00 kcal per mole
* E_HOMO: -12.6 eV
* frontier orbital gap: 4.53 eV
* DFT total energy: -205230.52362 eV

Structure (ORCA input):
```
! RIJCOSX wB97M-V def2-TZVPD def2/J DEFGRID3
* xyz 2 1
V 0.35 -1.26 0.19
C -2.31 5.52 -2.00
C -2.27 5.15 -0.51
C -3.65 5.39 0.12
C -1.25 6.05 0.18
C -1.91 3.67 -0.38
C -0.80 3.24 0.34
C -0.54 1.88 0.41
Se 0.98 1.16 1.31
C 2.22 1.40 -0.13
C 2.86 2.60 -0.37
C 3.75 2.70 -1.44
C 4.00 1.55 -2.20
C 3.41 0.31 -1.99
C 2.50 0.30 -0.93
O 1.79 -0.85 -0.61
C 3.76 -0.93 -2.81
C 4.75 -0.59 -3.93
C 2.51 -1.54 -3.45
C 4.43 -1.95 -1.87
C 4.46 4.00 -1.79
C 4.17 4.35 -3.26
C 4.00 5.16 -0.91
C 5.97 3.80 -1.60
C -1.40 0.97 -0.19
O -1.06 -0.36 0.03
C -2.52 1.34 -0.94
C -2.73 2.71 -0.99
C -3.45 0.33 -1.61
C -4.46 1.04 -2.51
C -4.21 -0.43 -0.51
C -2.65 -0.66 -2.47
H -2.57 6.58 -2.10
H -3.06 4.95 -2.55
H -1.35 5.36 -2.47
H -3.91 6.44 0.05
H -3.65 5.11 1.18
H -4.43 4.81 -0.37
H -1.53 7.09 0.04
H -0.25 5.93 -0.23
H -1.21 5.87 1.26
H -0.14 3.94 0.83
H 2.66 3.45 0.26
H 4.71 1.64 -3.02
H 4.32 0.12 -4.64
H 4.99 -1.50 -4.47
H 5.68 -0.18 -3.54
H 1.97 -0.81 -4.05
H 1.83 -1.97 -2.72
H 2.82 -2.35 -4.13
H 5.33 -1.53 -1.41
H 4.74 -2.82 -2.46
H 3.76 -2.28 -1.08
H 3.10 4.45 -3.43
H 4.57 3.61 -3.95
H 4.64 5.31 -3.50
H 2.93 5.33 -1.00
H 4.50 6.07 -1.23
H 4.25 5.00 0.14
H 6.37 3.02 -2.24
H 6.21 3.54 -0.56
H 6.50 4.73 -1.84
H -3.58 3.07 -1.55
H -5.13 1.68 -1.95
H -5.07 0.29 -3.01
H -3.97 1.63 -3.29
H -4.82 0.25 0.08
H -3.52 -0.94 0.17
H -4.86 -1.17 -0.97
H -1.88 -0.16 -3.07
H -3.32 -1.16 -3.17
H -2.18 -1.44 -1.87
C -4.03 1.15 4.69
C -2.67 1.79 4.41
S -1.48 0.84 3.44
C -1.16 -0.62 4.44
C -2.17 -1.77 4.34
S -2.72 -2.10 2.64
C -4.52 -2.25 2.82
C -5.25 -1.18 3.63
S -4.89 0.55 3.21
H -4.66 1.91 5.16
H -3.93 0.34 5.40
H -2.21 2.06 5.36
H -2.79 2.72 3.85
H -1.04 -0.33 5.49
H -0.17 -0.97 4.12
H -3.05 -1.55 4.94
H -1.72 -2.66 4.77
H -4.78 -3.23 3.22
H -4.88 -2.23 1.78
H -5.09 -1.31 4.70
H -6.32 -1.33 3.48
C -1.70 -5.87 1.72
C -0.33 -5.98 2.36
C -0.22 -5.33 3.71
O 0.70 -5.39 1.42
P 1.02 -4.03 0.79
S 1.14 -2.44 2.05
S -0.43 -3.29 -0.47
O 2.37 -4.17 0.06
C 2.90 -5.32 -0.75
C 3.47 -6.36 0.19
C 1.85 -5.83 -1.70
H -2.42 -6.38 2.37
H -1.72 -6.36 0.75
H -2.01 -4.83 1.64
H 0.01 -7.01 2.39
H -0.63 -4.32 3.70
H 0.81 -5.32 4.06
H -0.80 -5.93 4.42
H 3.70 -4.83 -1.30
H 2.68 -6.89 0.72
H 4.14 -5.90 0.91
H 4.03 -7.08 -0.39
H 1.02 -6.31 -1.17
H 2.30 -6.58 -2.35
H 1.46 -5.03 -2.33
*
```

Molecular formula: C21H24ClNOPV
Method: DFT, ωB97M-V/def2-TZVPD

Results
* maximum force: 2.48 eV/Å
* expectation value of S²: 2.101
* E_HOMO (spin up / spin down): -14.8 / -14.8 eV
* frontier orbital gap (spin up / spin down): 6.03 / 6.87 eV
* DFT total energy: -73186.57551 eV

Structure (ORCA input):
```
! RIJCOSX wB97M-V def2-TZVPD def2/J DEFGRID3
* xyz 2 3
V -1.25 -0.23 1.25
Cl -3.10 -0.97 0.14
P -0.04 -0.50 -0.76
C 1.63 -0.49 -0.02
C 2.50 0.60 -0.21
C 3.79 0.54 0.29
C 4.21 -0.58 1.03
C 3.32 -1.62 1.29
C 2.02 -1.58 0.77
C -0.07 -1.73 -2.07
C -1.28 -1.95 -2.76
C -1.33 -2.90 -3.77
C -0.19 -3.64 -4.10
C 1.03 -3.38 -3.46
C 1.09 -2.42 -2.45
C -0.35 1.09 -1.58
C -1.36 1.95 -1.11
C -1.57 3.16 -1.78
C -0.79 3.50 -2.89
C 0.20 2.63 -3.36
C 0.42 1.42 -2.70
H -2.16 -1.37 -2.49
H -2.27 -3.06 -4.30
H -0.22 -4.39 -4.89
H 1.94 -3.91 -3.75
H 2.04 -2.21 -1.95
H 2.14 1.47 -0.74
H 4.47 1.36 0.11
H 5.23 -0.63 1.40
H 3.62 -2.49 1.89
H 1.30 -2.38 0.99
H -1.99 1.66 -0.25
H -2.34 3.83 -1.41
H -0.94 4.46 -3.40
H 0.82 2.89 -4.22
H 1.18 0.73 -3.06
H 2.69 3.30 1.56
H 2.13 3.69 1.19
C -2.83 0.01 3.14
N -2.06 0.28 4.37
C -2.68 0.88 5.52
C -0.73 0.07 4.26
O -0.23 -0.29 3.18
H -3.88 0.10 3.40
H -2.65 -1.02 2.73
H -2.66 0.80 2.34
H -2.57 0.26 6.41
H -2.30 1.89 5.72
H -3.76 0.94 5.31
H -0.17 0.23 5.20
*
```

Molecular formula: C54H67As3F18N10
Method: DFT, ωB97M-V/def2-TZVPD

Results
* maximum force: 3.89 eV/Å
* E_HOMO: -18.1 eV
* frontier orbital gap: 6.43 eV
* DFT total energy: -303368.46308 eV

Structure (ORCA input):
```
! RIJCOSX wB97M-V def2-TZVPD def2/J DEFGRID3
* xyz 6 1
C -15.26 -8.17 -2.95
N -13.77 -7.90 -3.05
C -13.09 -6.96 -2.36
C -11.71 -6.89 -2.55
C -10.99 -7.95 -3.18
C -11.76 -8.81 -3.95
C -13.11 -8.72 -3.94
C -9.56 -8.14 -3.05
C -8.63 -7.15 -3.41
C -7.31 -7.26 -3.13
N -6.94 -8.32 -2.43
C -7.70 -9.34 -2.17
C -9.04 -9.34 -2.51
C -5.55 -8.41 -1.92
H -15.84 -7.50 -2.29
H -15.45 -9.22 -2.68
H -15.56 -7.95 -3.96
H -13.63 -6.34 -1.67
H -11.23 -6.01 -2.10
H -11.32 -9.61 -4.58
H -13.57 -9.50 -4.55
H -8.93 -6.24 -4.02
H -6.56 -6.54 -3.47
H -7.14 -10.14 -1.62
H -9.65 -10.15 -2.10
H -4.97 -7.66 -2.40
H -5.11 -9.45 -2.11
H -5.69 -8.22 -0.84
C -4.55 8.35 2.11
N -3.20 7.80 2.20
C -2.55 7.80 3.31
C -1.23 7.38 3.32
C -0.65 6.86 2.18
C -1.44 6.74 1.01
C -2.71 7.25 1.07
C 0.81 6.70 2.24
C 1.45 6.12 3.37
C 2.75 6.33 3.60
N 3.48 7.11 2.74
C 2.97 7.53 1.57
C 1.63 7.28 1.28
C 4.91 7.29 3.15
H -4.46 9.44 1.89
H -5.13 8.28 3.04
H -5.08 7.83 1.32
H -2.93 8.28 4.25
H -0.68 7.46 4.26
H -1.14 6.30 0.11
H -3.41 7.18 0.28
H 0.90 5.65 4.13
H 3.25 5.91 4.42
H 3.72 8.02 0.95
H 1.01 7.72 0.46
H 4.99 7.44 4.20
H 5.49 8.02 2.55
H 5.34 6.33 2.95
C 13.69 -8.24 6.82
N 13.05 -6.94 6.34
C 13.20 -6.61 5.07
C 12.68 -5.41 4.64
C 12.03 -4.52 5.48
C 12.05 -4.92 6.80
C 12.44 -6.18 7.24
C 11.13 -3.39 5.05
C 10.21 -3.64 3.99
C 9.37 -2.66 3.62
N 9.42 -1.50 4.25
C 10.29 -1.22 5.22
C 11.25 -2.16 5.58
C 8.44 -0.37 3.91
H 12.95 -8.71 7.43
H 14.53 -8.03 7.45
H 13.92 -8.82 5.92
H 13.68 -7.38 4.45
H 12.69 -5.24 3.56
H 11.53 -4.38 7.58
H 12.41 -6.55 8.25
H 10.29 -4.62 3.52
H 8.63 -2.65 2.84
H 10.22 -0.26 5.65
H 12.02 -1.90 6.23
H 8.77 0.15 3.02
H 8.42 0.42 4.64
H 7.40 -0.74 3.68
C 0.20 3.28 -7.69
N 1.59 3.06 -7.27
C 2.01 1.98 -6.58
C 3.36 1.86 -6.21
C 4.17 2.96 -6.52
C 3.66 4.15 -7.05
C 2.36 4.17 -7.47
C 5.60 3.07 -6.06
C 6.70 2.43 -6.66
C 7.96 2.85 -6.29
N 8.21 3.78 -5.39
C 7.13 4.40 -4.75
C 5.86 4.01 -4.99
C 9.52 4.31 -5.15
H -0.11 4.24 -7.41
H -0.37 2.46 -7.30
H 0.21 3.32 -8.83
H 1.21 1.28 -6.40
H 3.58 0.95 -5.73
H 4.26 5.05 -7.09
H 1.92 5.08 -7.88
H 6.71 1.64 -7.45
H 8.79 2.33 -6.69
H 7.50 5.23 -4.18
H 5.03 4.48 -4.50
H 10.22 3.51 -5.49
H 9.54 4.45 -4.06
H 9.71 5.26 -5.67
C -4.64 -0.35 0.44
C -6.00 -0.17 -0.15
N -6.43 1.15 -0.67
C -6.61 1.53 -1.98
C -7.26 2.73 -1.91
N -7.33 3.10 -0.60
C -6.82 2.13 0.14
C -7.98 4.36 -0.19
H -4.36 0.52 0.97
H -3.87 -0.64 -0.29
H -4.66 -1.25 1.04
H -6.72 -0.53 0.57
H -5.92 -0.87 -1.02
H -6.31 0.95 -2.84
H -7.74 3.38 -2.61
H -6.57 2.14 1.20
H -7.20 5.15 0.11
H -8.59 4.18 0.69
H -8.59 4.64 -1.11
As -8.56 -5.90 0.44
F -8.28 -6.52 2.02
F -7.86 -4.40 0.78
F -8.73 -5.20 -1.21
F -9.23 -7.43 -0.19
F -10.19 -5.41 0.86
F -7.03 -6.57 -0.04
As -5.04 4.48 2.88
F -3.40 5.16 3.18
F -4.77 3.53 4.29
F -6.67 3.80 2.67
F -5.16 5.50 1.39
F -4.31 3.29 1.75
F -5.86 5.79 3.83
As 7.29 3.14 3.60
F 7.17 4.30 4.91
F 5.51 3.31 3.19
F 7.44 2.17 2.14
F 9.01 2.69 3.93
F 6.86 1.81 4.67
F 7.72 4.68 2.69
*
```

Q: Number 1 is which compound?
A: C9H10NO4S

Copy entry 3 word for word.
Molecular formula: C21H24ClNOPV
Method: DFT, ωB97M-V/def2-TZVPD

Results
* maximum force: 2.48 eV/Å
* expectation value of S²: 2.101
* E_HOMO (spin up / spin down): -14.8 / -14.8 eV
* frontier orbital gap (spin up / spin down): 6.03 / 6.87 eV
* DFT total energy: -73186.57551 eV

Structure (ORCA input):
```
! RIJCOSX wB97M-V def2-TZVPD def2/J DEFGRID3
* xyz 2 3
V -1.25 -0.23 1.25
Cl -3.10 -0.97 0.14
P -0.04 -0.50 -0.76
C 1.63 -0.49 -0.02
C 2.50 0.60 -0.21
C 3.79 0.54 0.29
C 4.21 -0.58 1.03
C 3.32 -1.62 1.29
C 2.02 -1.58 0.77
C -0.07 -1.73 -2.07
C -1.28 -1.95 -2.76
C -1.33 -2.90 -3.77
C -0.19 -3.64 -4.10
C 1.03 -3.38 -3.46
C 1.09 -2.42 -2.45
C -0.35 1.09 -1.58
C -1.36 1.95 -1.11
C -1.57 3.16 -1.78
C -0.79 3.50 -2.89
C 0.20 2.63 -3.36
C 0.42 1.42 -2.70
H -2.16 -1.37 -2.49
H -2.27 -3.06 -4.30
H -0.22 -4.39 -4.89
H 1.94 -3.91 -3.75
H 2.04 -2.21 -1.95
H 2.14 1.47 -0.74
H 4.47 1.36 0.11
H 5.23 -0.63 1.40
H 3.62 -2.49 1.89
H 1.30 -2.38 0.99
H -1.99 1.66 -0.25
H -2.34 3.83 -1.41
H -0.94 4.46 -3.40
H 0.82 2.89 -4.22
H 1.18 0.73 -3.06
H 2.69 3.30 1.56
H 2.13 3.69 1.19
C -2.83 0.01 3.14
N -2.06 0.28 4.37
C -2.68 0.88 5.52
C -0.73 0.07 4.26
O -0.23 -0.29 3.18
H -3.88 0.10 3.40
H -2.65 -1.02 2.73
H -2.66 0.80 2.34
H -2.57 0.26 6.41
H -2.30 1.89 5.72
H -3.76 0.94 5.31
H -0.17 0.23 5.20
*
```

Q: Which value of DFT total energy does entry 2 give?
A: -205230.52362 eV

Please write out number 1 again, unchanged.
Molecular formula: C9H10NO4S
Method: DFT, ωB97M-V/def2-TZVPD

Results
* maximum force: 5.49 eV/Å
* expectation value of S²: 2.019
* E_HOMO (spin up / spin down): -2.0 / -3.8 eV
* frontier orbital gap (spin up / spin down): 5.19 / 4.94 eV
* DFT total energy: -30007.88740 eV

Structure (ORCA input):
```
! RIJCOSX wB97M-V def2-TZVPD def2/J DEFGRID3
* xyz -1 3
C 2.75 1.55 -0.28
C 3.05 0.22 0.01
C 1.31 1.71 -0.22
C 1.87 -0.46 0.11
C -1.24 -1.39 0.41
C -2.10 0.93 0.05
C -1.14 -1.14 1.90
C -1.08 -0.33 -1.95
C -1.08 -0.16 -0.44
N 0.76 0.49 0.15
O -1.24 -2.52 -0.01
O -1.89 2.02 0.52
O 0.61 2.88 -0.29
O 1.64 -1.77 0.50
S -3.61 0.08 -0.10
H 3.47 2.33 -0.21
H 3.93 -0.37 -0.20
H -0.59 -0.21 1.99
H -0.57 -2.04 2.17
H -2.13 -0.95 2.34
H -1.81 0.33 -2.45
H -1.49 -1.35 -2.08
H -0.14 -0.35 -2.43
H -0.12 2.60 0.33
H 0.83 -2.10 0.17
*
```